[1]
Entry from the Open Molecules 2025 dataset: a 9-piece molecular cluster, C28H64O14S5 overall in a non-equilibrium geometry (ωB97M-V/def2-TZVPD).

## Properties
E_tot in Ha: -4149.3640
HOMO-LUMO gap in eV: 9.9
Structure (SMILES): O=S1(=O)CCCC1.O=S1(=O)CCCC1.O=S1(=O)CCCC1.O=S1(=O)CCCC1.O=S1(=O)CCCC1.CCO.CCO.CCO.CCO
E_LUMO in Ha: 0.0060

Structure (XYZ):
```
111
Properties=species:S:1:pos:R:3:forces:R:3
C 10.55589 12.58630 15.44844 0.574 0.410 0.913
C 11.59497 12.86480 16.61374 -1.543 0.117 -1.655
O 11.15928 13.97660 17.42007 0.373 -0.510 -0.326
H 10.47629 13.36342 14.68828 0.368 0.269 0.212
H 9.54937 12.49120 15.85586 0.052 -0.180 0.133
H 10.82672 11.67774 14.91061 0.073 -0.182 0.210
H 12.55674 13.11094 16.16373 0.137 -0.274 0.095
H 11.63527 11.96194 17.22309 0.249 -0.054 0.048
H 11.89238 14.06524 18.03351 -0.108 0.371 0.334
C 13.36146 17.53420 10.23083 -0.350 0.837 0.475
C 13.18399 17.73010 11.73463 0.278 -1.891 -0.511
O 14.42865 18.02439 12.36251 0.282 0.948 -0.171
H 14.17047 16.83867 10.00752 -0.011 0.266 -0.131
H 13.47582 18.52906 9.80039 0.621 -0.120 -0.342
H 12.44100 17.16012 9.78260 0.001 -0.334 0.166
H 12.96850 16.74264 12.14277 -0.939 -0.026 0.143
H 12.36784 18.43364 11.89907 0.179 0.221 0.417
H 14.27862 18.56966 13.13826 -0.031 0.011 0.016
C 8.75338 10.53400 7.32136 0.431 -0.529 -0.113
C 7.75529 10.26397 8.39483 0.126 1.735 1.311
O 7.35387 8.93678 8.42175 -0.460 -1.144 -0.252
H 8.37794 10.28594 6.32859 -0.003 0.079 -0.006
H 9.57175 9.85908 7.57204 0.303 -0.041 -0.455
H 9.15269 11.54796 7.34495 -0.282 0.036 0.019
H 6.91228 10.95454 8.41799 -0.417 0.063 -0.637
H 8.21831 10.47362 9.35907 0.513 0.247 0.189
H 6.89585 8.84148 9.26004 -0.166 -0.401 -0.062
C 11.67976 13.88980 11.16666 0.204 0.617 -0.096
C 10.55627 12.89898 11.41091 0.513 0.659 -1.554
O 10.42666 12.12564 10.20767 0.254 -1.357 0.777
H 12.65771 13.50080 10.88312 -0.135 -0.669 0.486
H 11.81033 14.55898 12.01711 -0.001 0.157 0.038
H 11.45604 14.45250 10.26033 -0.329 0.365 0.103
H 9.63478 13.47288 11.50894 -0.118 -0.029 0.638
H 10.74616 12.28340 12.29017 -0.220 -0.263 -0.232
H 9.90034 12.61428 9.57063 -0.072 0.380 -0.013
C 9.63355 18.80858 14.66359 -1.295 0.155 -0.626
C 10.75098 18.28122 15.54913 -0.046 -1.152 -0.832
C 11.09198 16.87494 14.95054 -1.767 0.600 -0.034
S 9.39913 16.15213 14.73473 -0.155 -0.418 -1.307
O 8.95120 15.38202 15.87364 0.181 0.648 -0.506
O 9.36912 15.52386 13.39651 -0.088 0.649 1.274
C 8.50368 17.76816 14.61618 0.345 -0.555 0.853
H 10.05632 19.05782 13.69033 -0.179 -0.059 -0.185
H 9.10580 19.68064 15.04969 0.677 0.423 0.073
H 10.36261 18.12488 16.55552 0.571 0.484 0.275
H 11.57595 18.97380 15.38227 0.209 -0.170 0.930
H 11.69135 16.14548 15.49527 0.016 0.282 0.035
H 11.38809 17.00748 13.90994 0.404 -0.251 0.104
H 7.91195 17.95459 15.51240 0.232 -0.607 0.434
H 7.71663 17.75690 13.86218 0.715 -0.024 -0.661
C 16.95107 15.26646 12.74083 0.131 0.123 0.367
C 16.60705 13.87826 12.24230 -2.080 -1.261 0.384
C 15.00917 13.71968 12.43875 1.830 0.594 1.111
S 14.81538 14.22546 14.21809 0.207 0.876 -2.585
O 15.12545 13.11930 15.10126 -0.022 0.774 -0.166
O 13.50762 14.88536 14.25958 0.961 -0.251 0.801
C 16.25843 15.50756 14.08791 -1.543 -0.420 0.667
H 16.62466 15.99856 12.00220 -0.248 0.105 0.139
H 18.02553 15.42004 12.84107 0.057 -0.185 0.058
H 17.00273 13.08610 12.87792 0.406 0.095 0.084
H 16.95611 13.66576 11.23180 -0.213 0.195 -0.040
H 14.55848 12.72780 12.40455 0.280 -0.054 -0.385
H 14.45684 14.47010 11.87315 -0.061 -0.138 -0.003
H 16.81709 15.39984 15.01764 0.363 -0.291 -0.312
H 15.76181 16.47662 14.13683 -0.098 -0.091 -0.138
C 13.46779 11.25078 7.74063 -0.195 0.700 0.126
C 14.05065 11.74320 9.08320 -0.116 -0.368 0.148
C 14.86469 12.97678 8.74086 0.425 -0.191 -1.098
S 13.91110 13.91740 7.47153 0.368 -0.756 1.136
O 14.76839 14.23448 6.32955 -1.038 -0.252 1.073
O 13.18533 14.94224 8.20045 0.071 0.086 -0.742
C 12.75370 12.51388 7.10027 0.936 -0.187 -0.410
H 12.92238 10.31974 7.89484 -0.932 0.498 -0.067
H 14.22973 10.90852 7.04034 0.432 0.413 0.016
H 14.65857 11.02330 9.63117 0.374 -0.252 -0.536
H 13.24626 11.84190 9.81210 -0.262 0.708 -0.275
H 15.70232 12.62706 8.13738 0.250 -0.078 0.021
H 15.31200 13.56708 9.54057 -0.649 0.305 -0.034
H 12.71658 12.48978 6.01117 0.096 -0.235 -0.009
H 11.76869 12.84656 7.42766 0.115 -0.367 0.595
C 11.61989 7.60324 9.27498 0.661 -0.299 -0.998
C 10.66912 8.63249 9.90593 1.494 0.078 1.281
C 11.14926 8.68558 11.40007 -0.368 0.970 0.490
S 13.01124 8.49480 11.44974 -1.312 -0.469 -0.794
O 13.30987 7.35664 12.31123 0.248 1.213 -0.075
O 13.67033 9.81092 11.56065 -0.788 -1.906 0.083
C 13.09110 7.84074 9.73343 -0.817 1.257 0.486
H 11.66427 7.78674 8.20146 -0.230 -0.117 -0.196
H 11.31342 6.56022 9.35424 -0.105 0.088 0.520
H 9.61199 8.44696 9.71577 0.073 -0.446 0.447
H 10.83314 9.61427 9.46176 0.263 0.123 0.071
H 10.66936 8.00196 12.10040 0.430 -0.906 -0.492
H 10.94226 9.60068 11.95492 0.141 0.615 -0.634
H 13.80192 7.01444 9.74006 -0.274 0.045 -0.172
H 13.41107 8.69180 9.13224 0.596 -0.176 0.079
C 8.02862 17.05562 10.45911 -0.068 0.598 -1.831
C 6.95810 15.97950 10.76029 -0.159 0.914 -0.508
C 7.01041 14.84764 9.66184 0.909 0.458 1.272
S 8.42753 15.14670 8.54156 -0.163 -0.271 1.125
O 7.89575 15.76732 7.32814 1.061 -0.602 1.147
O 9.17292 13.85952 8.48944 -0.724 2.202 -0.507
C 9.23483 16.42184 9.70035 -1.461 -0.347 0.551
H 8.40688 17.69722 11.25495 0.015 -0.744 0.636
H 7.50473 17.80568 9.86661 0.254 -0.006 -0.655
H 6.00851 16.50931 10.68496 -0.147 -0.213 0.014
H 7.04201 15.70320 11.81135 0.157 -0.937 -0.308
H 6.15990 14.74142 8.98846 -0.091 0.133 0.350
H 7.24061 13.93202 10.20659 -0.123 -0.262 -0.497
H 9.90048 17.14009 9.22170 -0.127 -0.349 -0.245
H 9.70250 15.89130 10.52976 0.649 -0.525 -0.556
```
Positions in Å, forces in eV/Å.

Atomic partial charges in e from the Löwdin method, atoms 1 to 2: -0.07, -0.26

[2]
Entry from the Open Molecules 2025 dataset: a 18-piece molecular cluster, C28H65FN18O37S overall in a non-equilibrium geometry (ωB97M-V/def2-TZVPD).

## Properties
E_tot in Ha: -5371.6214
HOMO-LUMO gap in eV: 9.2
E_LUMO in Ha: -0.0168

Structure (XYZ):
```
150
Properties=species:S:1:pos:R:3:forces:R:3
O -2.70682 -0.79817 2.90184 1.566 1.685 -3.773
S -1.85781 -0.39460 1.70489 1.066 -4.291 5.218
O -0.54855 -1.15426 1.75748 -3.065 2.366 -1.500
C -1.48364 1.40814 1.84919 -0.751 1.633 -0.857
C -1.20668 2.13671 0.43940 0.276 -0.012 -0.538
C 0.27044 2.76983 0.36127 -0.555 -0.207 0.431
C 1.45328 1.69097 0.24390 -0.151 1.063 1.119
F 2.27459 2.00368 -0.89496 -1.106 -0.766 1.407
C -1.50858 1.14883 -0.78624 -0.411 -0.215 -0.085
C -2.88377 0.31789 -0.57616 -0.299 1.019 -2.047
C -4.14376 1.22882 -0.23676 -4.085 2.441 1.736
C -4.45283 2.60863 -0.89969 -0.537 -0.943 0.898
C -5.67879 3.48554 -0.61810 1.322 -3.506 1.010
N -6.66621 3.06399 0.30695 3.394 -1.936 -0.804
C -6.41007 1.83570 0.95811 1.123 -0.919 -0.406
C -5.25205 0.83702 0.81164 0.793 3.127 -2.648
O -2.73436 -0.81577 0.34432 1.172 2.424 0.991
H -0.60561 1.58510 2.55375 -1.145 -1.037 -0.871
H -2.40230 1.90008 2.32455 1.155 -1.075 -0.621
H -1.94292 3.01498 0.37318 1.046 -1.330 0.085
H 0.41138 3.36659 1.34279 -0.155 -0.801 -1.579
H 0.26095 3.52996 -0.48914 0.360 -1.386 1.190
H 1.06237 0.62045 0.24256 0.722 1.336 -0.504
H 2.09867 1.81039 1.19495 -0.691 -0.312 -1.696
H -1.61058 1.72862 -1.77285 0.119 -0.692 1.561
H -0.67534 0.37182 -0.97732 -1.270 1.193 0.498
H -3.10240 -0.16426 -1.60385 0.270 0.545 1.768
H -3.70147 2.99451 -1.67938 -1.288 -0.592 1.322
H -5.81250 4.46903 -1.19341 0.155 -1.715 1.120
H -7.22268 1.51164 1.70989 1.389 0.707 -1.335
H -5.18091 -0.13632 1.41291 -0.244 1.751 -0.964
C 1.61853 -3.23069 0.11852 -0.317 0.185 0.125
N 2.24527 -2.87440 -1.18058 -0.140 0.013 0.064
O 1.93967 -1.79851 -1.67383 0.338 -0.438 -0.061
O 3.02223 -3.68544 -1.66009 -0.228 0.540 0.021
H 0.95563 -2.42073 0.42316 0.123 -0.102 -0.081
H 1.05793 -4.15382 -0.02861 0.270 0.061 0.015
H 2.41970 -3.36549 0.84425 -0.026 -0.122 -0.175
C 5.38485 -1.41374 0.09167 0.148 0.296 -0.235
N 4.93373 -1.44252 1.50750 -0.009 0.415 -0.027
O 4.88506 -0.38098 2.10367 -0.080 -0.743 -0.016
O 4.64257 -2.53782 1.97455 0.073 0.469 0.015
H 5.60778 -0.38519 -0.18605 -0.160 -0.098 0.175
H 6.27842 -2.03645 0.01842 -0.484 0.137 0.047
H 4.57502 -1.81053 -0.52010 0.175 -0.089 0.061
C -1.17656 -5.47432 -2.29391 -0.226 0.096 -0.178
N -0.96501 -6.31529 -1.08795 -0.220 0.004 0.023
O -1.83759 -7.11823 -0.80526 0.557 0.322 -0.011
O 0.07063 -6.13930 -0.46622 -0.432 -0.275 -0.074
H -2.13120 -5.73760 -2.74141 0.204 -0.026 0.193
H -1.17516 -4.43303 -1.97268 0.116 -0.112 0.019
H -0.35843 -5.67706 -2.98404 -0.038 0.088 0.122
C 0.56858 7.54788 -0.70263 -0.056 -0.306 -0.385
N -0.41707 6.44487 -0.83919 0.079 0.138 -0.187
O 0.00302 5.35958 -1.21188 -0.578 0.544 -0.017
O -1.57934 6.70338 -0.56725 0.398 -0.391 -0.123
H 1.55397 7.17460 -0.97492 -0.195 -0.078 0.130
H 0.26030 8.34833 -1.37309 -0.120 -0.050 0.234
H 0.55364 7.87248 0.33094 -0.340 -0.205 -0.321
C 7.01809 -5.02941 1.41194 -0.229 0.141 0.301
N 7.64671 -4.66500 0.11527 0.113 -0.044 -0.149
O 7.34222 -3.58835 -0.37439 0.572 -0.804 -0.043
O 8.42300 -5.47078 -0.36620 -0.372 0.479 0.085
H 6.35385 -4.22320 1.71922 0.079 -0.085 -0.141
H 6.45964 -5.95195 1.25802 0.181 0.030 0.007
H 7.81891 -5.16779 2.13752 -0.046 -0.125 -0.152
C -2.75647 -4.44965 2.70903 0.380 0.093 0.066
N -3.70722 -4.56583 1.57194 -0.084 -0.037 -0.016
O -3.25496 -4.43685 0.44544 -0.339 -0.055 0.252
O -4.87497 -4.78214 1.84917 0.488 0.120 -0.329
H -1.75937 -4.25858 2.31613 -0.180 -0.008 0.006
H -3.09031 -3.62071 3.33230 -0.026 -0.123 -0.045
H -2.78177 -5.39149 3.25626 -0.126 0.124 -0.020
C -4.60086 -6.48628 -5.66872 -0.139 -0.357 0.083
N -3.40453 -5.61184 -5.55293 0.137 0.176 -0.062
O -2.42857 -6.06895 -4.97796 -0.321 0.327 -0.349
O -3.48633 -4.49900 -6.04204 0.168 -0.532 0.302
H -4.38550 -7.44060 -5.19153 0.054 0.188 -0.033
H -5.42606 -5.98188 -5.16766 0.079 0.022 -0.162
H -4.80625 -6.62291 -6.72972 -0.034 0.152 0.116
C 2.71122 10.93483 1.48588 0.348 0.193 -0.063
N 1.71991 9.83746 1.35152 0.351 0.010 -0.023
O 2.13463 8.75273 0.97574 0.115 0.872 0.836
O 0.55936 10.10059 1.62828 0.368 -0.367 -0.160
H 3.69236 10.55480 1.20849 -0.211 -0.050 0.049
H 2.40750 11.74031 0.81797 -0.087 -0.074 0.129
H 2.70317 11.25846 2.52580 -0.097 -0.034 -0.130
C 10.03401 -7.80405 -2.21568 -0.309 0.067 -0.129
N 11.32847 -8.51935 -2.36318 0.217 -0.202 -0.117
O 11.43306 -9.30447 -3.29111 0.109 0.311 0.454
O 12.19375 -8.26679 -1.54158 -0.338 -0.171 -0.406
H 9.36306 -8.12491 -3.01030 0.189 -0.018 0.084
H 9.62585 -8.06095 -1.23920 0.133 0.162 -0.048
H 10.23757 -6.73668 -2.29064 -0.013 -0.119 0.178
C -2.51748 10.52614 -0.26015 -0.216 0.050 0.292
N -1.88715 10.87979 -1.55851 -0.222 0.408 -0.030
O -2.18155 11.95276 -2.05214 0.347 -0.650 0.057
O -1.11511 10.06167 -2.03676 -0.334 0.443 0.085
H -3.17445 11.33902 0.04330 0.139 -0.057 -0.170
H -3.08328 9.60708 -0.40932 0.219 -0.006 0.025
H -1.71699 10.38460 0.46589 -0.038 -0.146 -0.130
C 1.02505 9.10565 -4.03319 -0.213 0.045 -0.237
N 2.44970 9.48538 -3.84932 0.232 0.025 -0.240
O 3.07758 9.80842 -4.84286 -0.125 -0.106 0.624
O 2.88764 9.44552 -2.70944 -0.102 0.065 -0.437
H 0.77281 9.18636 -5.08888 0.164 0.001 0.136
H 0.91133 8.07870 -3.68739 0.023 0.134 0.062
H 0.42279 9.79281 -3.43907 0.143 -0.204 -0.067
C 2.47175 -5.33378 3.61815 0.308 -0.158 -0.134
N 1.14440 -4.70588 3.39123 -0.259 0.151 0.038
O 0.69075 -4.74707 2.25837 0.003 0.009 0.671
O 0.60492 -4.19435 4.35660 0.152 -0.260 -0.539
H 2.82993 -5.74648 2.67658 -0.165 0.085 0.086
H 3.14469 -4.55715 3.98038 -0.133 -0.068 0.071
H 2.34020 -6.12115 4.35938 0.003 0.174 0.004
C -10.01616 3.11253 -0.61818 0.367 0.079 0.020
N -10.97048 2.99882 -1.75222 -0.150 -0.018 -0.233
O -10.51982 3.12349 -2.87914 -0.349 -0.073 0.428
O -12.13863 2.78832 -1.47053 0.492 0.093 -0.236
H -9.01998 3.29854 -1.01398 -0.190 -0.053 0.036
H -10.34434 3.94314 0.00536 -0.050 -0.180 -0.005
H -10.04335 2.17152 -0.07026 -0.097 0.150 0.001
C 2.48218 7.27192 4.42218 -0.384 -0.034 0.295
N 3.69645 8.11992 4.54239 0.141 -0.223 0.144
O 4.66291 7.64082 5.10954 -0.336 0.458 -0.356
O 3.63478 9.24072 4.06089 0.162 -0.314 0.152
H 2.67827 6.30947 4.89027 0.085 0.186 -0.085
H 1.66909 7.78981 4.93067 0.120 0.064 -0.072
H 2.27078 7.14913 3.36438 -0.119 0.281 0.282
C -1.55287 -9.60613 0.75557 -0.221 -0.025 -0.151
N -1.33919 -10.44722 1.96286 -0.038 -0.159 0.014
O -2.21124 -11.25292 2.24827 0.496 0.250 0.086
O -0.30286 -10.26973 2.58302 -0.499 -0.198 -0.121
H -2.50901 -9.87051 0.30732 0.246 0.056 0.214
H -1.55236 -8.56604 1.07507 0.155 -0.161 -0.089
H -0.73451 -9.80828 0.06550 0.035 0.160 0.186
C -5.92519 -11.61314 -0.40751 -0.053 -0.224 0.314
N -5.28676 -10.37804 -0.93234 0.118 0.239 -0.047
O -4.58738 -9.73914 -0.16376 -0.410 -0.155 -0.525
O -5.51044 -10.09413 -2.09718 0.171 -0.050 0.532
H -5.63946 -11.73965 0.63520 0.034 0.113 -0.169
H -7.00352 -11.49033 -0.50022 0.131 -0.043 -0.131
H -5.56882 -12.44823 -1.00933 -0.130 0.131 -0.031
C 5.02887 4.71985 1.43635 0.279 -0.171 -0.119
N 3.71443 5.38049 1.22711 -0.141 -0.007 -0.530
O 3.25044 5.36137 0.10247 0.053 0.147 0.735
O 3.19287 5.89760 2.20618 0.311 -0.541 -0.778
H 5.36899 4.30809 0.48806 -0.173 0.101 0.095
H 5.72282 5.47695 1.79987 -0.137 -0.089 0.105
H 4.88566 3.92866 2.17152 0.025 0.177 0.023
```
Positions in Å, forces in eV/Å.

Atomic partial charges in e from the Löwdin method, atoms 1 to 2: -0.35, 0.77